[1]
This record from the OMol25 dataset describes a 9-piece molecular cluster, C37H54N8O2P overall at a distorted geometry. The level of theory is ωB97M-V with the def2-TZVPD basis set.

```
102
Properties=species:S:1:pos:R:3:forces:R:3:mulliken_charge:R:1
C 6.010 0.002 3.775 -0.7 -0.5 -0.3 -1.25
C 5.017 -0.987 3.058 1.4 0.4 1.1 0.56
O 3.882 -1.208 3.895 -0.2 0.6 -1.2 -0.31
C 2.745 -1.624 3.145 -1.6 0.1 0.5 -0.63
C 1.567 -0.584 3.190 -0.2 -2.0 0.0 -0.61
O 1.779 0.569 2.353 0.6 0.4 0.7 -0.19
C 2.614 1.526 2.960 -0.2 0.8 -0.1 -0.52
P 3.790 2.101 1.588 0.1 -0.3 0.2 0.09
H 6.130 -0.296 4.834 0.1 0.1 -0.6 0.35
H 5.601 1.042 3.785 0.4 -0.7 0.0 0.26
H 6.987 -0.018 3.244 -0.6 0.1 0.5 0.37
H 4.765 -0.525 2.072 -0.2 -0.7 0.4 -0.53
H 5.518 -1.976 2.934 -0.2 0.8 -0.4 0.42
H 2.326 -2.544 3.617 0.3 0.5 -0.3 0.50
H 2.954 -1.864 2.080 0.2 0.2 0.6 0.26
H 1.270 -0.334 4.233 0.5 0.2 -0.6 0.38
H 0.694 -1.120 2.750 0.5 0.6 0.2 0.40
H 2.066 2.457 3.260 0.2 -0.7 -0.3 0.45
H 3.152 1.177 3.866 0.0 0.0 -0.8 0.48
H 3.932 3.512 1.548 -0.1 -0.5 0.0 0.21
H 5.096 1.564 1.720 -0.5 0.3 -0.1 0.16
H 3.306 1.641 0.323 0.1 0.4 0.6 0.19
N -0.968 1.605 1.041 -0.1 0.0 0.0 0.07
C -2.131 2.195 1.464 -0.1 0.1 0.0 -0.52
C -3.108 1.896 0.549 0.1 0.1 0.2 -0.73
C -2.515 1.094 -0.459 0.1 -0.1 -0.1 -0.54
C -1.196 0.929 -0.128 0.0 0.0 -0.1 -0.45
H -0.085 1.658 1.512 -0.1 -0.1 0.0 0.21
H -2.161 2.773 2.373 0.0 0.0 0.0 0.37
H -4.136 2.218 0.598 0.0 0.0 0.0 0.57
H -3.001 0.684 -1.329 0.0 0.0 0.0 0.48
H -0.402 0.392 -0.621 -0.1 0.0 -0.1 0.49
N 3.956 -0.593 -1.360 0.0 0.2 0.0 0.14
C 5.318 -0.606 -1.525 0.1 0.1 0.0 -0.54
C 5.576 -0.751 -2.862 0.1 0.1 0.1 -0.30
C 4.326 -0.823 -3.531 -0.2 0.0 0.1 -0.72
C 3.343 -0.719 -2.580 -0.1 0.0 -0.1 -0.44
H 3.479 -0.506 -0.482 -0.1 -0.3 0.0 0.10
H 5.982 -0.515 -0.679 0.0 -0.1 -0.1 0.42
H 6.554 -0.801 -3.310 0.0 -0.1 0.0 0.39
H 4.166 -0.937 -4.590 0.0 0.0 0.0 0.38
H 2.268 -0.726 -2.664 0.0 0.0 0.0 0.51
N -6.284 4.508 -0.011 0.0 0.1 -0.1 0.05
C -5.297 4.872 -0.889 0.1 0.0 0.0 -0.52
C -5.900 5.383 -2.011 0.2 0.0 0.1 -0.45
C -7.302 5.329 -1.800 -0.1 0.0 0.1 -0.52
C -7.508 4.787 -0.557 -0.1 0.0 0.0 -0.43
H -6.133 4.100 0.892 0.0 0.0 0.0 0.24
H -4.257 4.736 -0.641 0.0 0.0 0.0 0.41
H -5.390 5.754 -2.885 0.0 0.0 0.0 0.41
H -8.072 5.651 -2.481 0.0 0.0 0.0 0.42
H -8.416 4.576 -0.016 0.0 0.0 -0.1 0.42
N 0.470 0.018 -4.767 -0.1 0.0 0.1 0.06
C -0.735 -0.629 -4.711 0.0 -0.1 0.0 -0.82
C -1.622 0.187 -4.056 0.0 -0.1 0.0 -0.16
C -0.927 1.374 -3.708 0.2 0.1 0.0 -0.60
C 0.362 1.242 -4.161 0.0 0.0 0.1 -0.60
H 1.305 -0.348 -5.188 0.0 0.0 -0.1 0.20
H -0.857 -1.610 -5.140 -0.1 0.0 0.0 0.45
H -2.656 -0.043 -3.852 0.0 0.0 -0.1 0.51
H -1.327 2.228 -3.185 0.0 0.0 0.0 0.55
H 1.206 1.910 -4.106 0.0 0.0 0.0 0.42
N 0.698 -4.308 7.587 0.1 0.2 -0.1 0.02
C 0.465 -3.147 8.272 0.0 0.0 0.0 -0.40
C 1.257 -2.170 7.725 -0.1 0.0 0.1 -0.78
C 1.990 -2.764 6.667 0.0 -0.1 -0.2 0.05
C 1.622 -4.085 6.604 0.0 -0.1 0.0 -0.83
H 0.257 -5.190 7.777 0.0 0.0 0.0 0.19
H -0.239 -3.118 9.086 0.0 0.0 0.0 0.39
H 1.303 -1.143 8.050 0.0 0.0 0.0 0.37
H 2.708 -2.279 6.024 0.1 0.0 0.1 0.62
H 1.937 -4.880 5.949 0.0 0.0 0.0 0.37
N -5.318 -2.844 -5.298 0.1 0.1 -0.1 0.00
C -5.140 -1.488 -5.360 0.0 0.0 0.0 -0.58
C -4.260 -1.225 -6.378 -0.1 0.1 0.1 -0.34
C -3.898 -2.468 -6.955 0.0 -0.2 0.0 -0.47
C -4.569 -3.449 -6.269 0.0 0.0 0.0 -0.48
H -5.909 -3.320 -4.642 0.0 0.0 0.0 0.19
H -5.653 -0.831 -4.676 0.0 0.0 0.0 0.45
H -3.915 -0.247 -6.676 0.0 0.0 0.0 0.44
H -3.222 -2.627 -7.781 0.0 0.0 0.0 0.40
H -4.576 -4.520 -6.388 0.0 0.0 0.0 0.39
N 9.257 -1.557 -2.882 0.0 -0.1 0.1 -0.01
C 9.543 -2.874 -3.119 0.0 0.0 0.0 -0.52
C 9.824 -3.467 -1.916 0.0 -0.1 -0.2 -0.40
C 9.699 -2.472 -0.914 -0.1 0.2 0.1 -0.38
C 9.344 -1.304 -1.540 0.0 0.0 0.0 -0.56
H 9.019 -0.880 -3.584 0.1 0.0 0.0 0.25
H 9.522 -3.273 -4.120 0.0 0.0 0.0 0.39
H 10.091 -4.502 -1.771 0.0 0.0 0.0 0.40
H 9.850 -2.598 0.146 0.0 0.0 0.0 0.41
H 9.150 -0.319 -1.148 0.1 0.0 0.0 0.43
N -10.080 1.729 2.580 0.0 0.0 -0.1 -0.02
C -8.998 2.205 1.891 0.0 0.0 0.0 -0.52
C -8.994 1.615 0.652 0.1 0.1 0.1 -0.07
C -10.119 0.755 0.591 -0.1 -0.1 0.1 -0.66
C -10.771 0.848 1.794 0.0 0.0 0.0 -0.47
H -10.329 1.987 3.517 0.0 0.0 0.0 0.19
H -8.327 2.919 2.341 0.0 0.0 0.0 0.34
H -8.264 1.784 -0.124 0.0 0.0 0.0 0.47
H -10.418 0.138 -0.241 0.0 0.0 0.0 0.38
H -11.664 0.366 2.157 0.0 0.0 0.0 0.38
```
Positions in Å, forces in eV/Å.

Its multiplicity is 1. Its net charge is +1. The calculation puts the total energy at -64537.94347 eV.

=====

[2]
This record from the OMol25 dataset describes C34H68MgNNaO13PS as an isolated structure at a distorted geometry. The level of theory is ωB97M-V with the def2-TZVPD basis set.

```
120
Properties=species:S:1:pos:R:3:forces:R:3:mulliken_charge:R:1
C -4.973 -2.508 -1.634 -0.5 0.5 0.3 -1.60
C -4.013 -1.310 -1.536 -0.5 -1.4 -0.3 -0.56
P -2.386 -1.458 -2.371 1.1 2.2 0.0 0.22
C -2.684 -1.998 -4.092 -0.7 -0.6 -0.2 -0.52
C -3.789 -1.094 -4.679 0.8 0.1 0.0 -1.14
C -1.316 -2.694 -1.468 -0.7 -0.1 0.2 -0.42
C -1.412 -2.577 0.075 -0.1 0.0 -0.5 -2.23
C -0.260 -1.873 0.812 -0.4 0.1 -0.1 -0.06
O 0.444 -2.744 1.695 -0.2 -0.2 -0.4 -0.21
C 1.007 -3.888 1.104 0.6 -0.7 0.4 -0.08
C 1.682 -4.662 2.231 -0.7 0.4 0.0 0.33
C 0.717 -5.316 3.191 0.6 -0.2 0.5 -1.71
O 2.537 -5.642 1.597 -1.0 -0.5 0.3 -0.66
C 0.663 -0.996 -0.061 0.3 0.8 1.6 1.57
C 1.855 -0.577 0.833 0.0 0.1 -0.6 -1.09
C 1.460 0.166 2.117 0.7 -0.1 0.3 0.66
C 1.825 -0.539 3.437 0.0 0.7 0.1 0.04
C 0.876 -0.128 4.565 0.4 -0.3 0.4 -1.08
C 0.792 1.392 4.805 -0.2 -0.1 0.0 -0.51
C -0.618 1.948 4.760 0.3 0.2 0.3 -0.94
O -1.337 1.656 3.530 -0.3 0.3 0.4 -0.35
C -1.239 2.574 2.578 0.4 0.5 -0.8 0.83
C -2.351 2.593 1.580 -0.4 -0.5 -0.1 -0.69
O -0.289 3.342 2.487 -0.3 -0.5 0.5 -0.18
C -0.095 0.284 -0.496 -0.4 -0.3 -0.9 0.76
C 0.114 0.813 -1.938 -0.4 1.1 0.4 -1.38
C 0.822 2.183 -1.950 0.4 -0.8 -0.3 -1.16
C 2.359 2.009 -1.845 -0.9 0.6 0.6 -0.96
C 2.926 2.768 -0.642 0.3 0.1 -0.5 0.23
C 4.450 2.617 -0.599 -0.6 0.1 -0.1 -0.87
O 4.876 2.409 0.765 -0.3 -0.7 0.1 -0.36
C 5.792 1.422 0.919 0.7 0.4 -0.5 0.61
C 5.464 0.416 1.991 0.0 0.6 0.4 -0.50
O 6.803 1.375 0.265 -0.5 -0.3 0.1 -0.58
O 1.280 -1.737 -1.143 -1.0 0.0 -0.3 -0.55
S 0.372 -2.654 -2.087 0.3 -1.9 -1.4 1.30
O 0.395 -2.200 -3.444 -0.1 0.9 0.5 -0.64
O 0.884 -3.994 -1.938 0.0 0.2 0.7 -0.75
H -4.719 -3.309 -0.940 0.2 -0.2 -0.2 0.30
H -5.972 -2.169 -1.341 0.0 -0.1 0.0 0.44
H -5.085 -2.881 -2.650 0.2 -0.2 0.0 0.30
H -4.483 -0.449 -2.010 0.2 0.2 0.0 0.43
H -3.898 -1.043 -0.486 0.2 0.2 -0.1 0.58
H -1.799 -1.831 -4.700 0.3 0.0 0.4 0.38
H -2.936 -3.057 -4.203 -0.1 0.0 0.0 0.49
H -4.777 -1.328 -4.296 -0.1 0.1 -0.1 0.25
H -3.513 -0.061 -4.453 -0.3 0.1 0.1 0.31
H -3.763 -1.158 -5.765 -0.3 -0.2 0.0 0.41
H -1.649 -3.696 -1.745 0.5 -0.2 -0.1 1.16
H -2.337 -2.055 0.309 0.0 0.1 0.0 0.44
H -1.555 -3.582 0.467 0.2 0.0 0.2 0.42
H -0.730 -1.157 1.484 0.1 0.0 0.1 0.41
H 1.778 -3.676 0.359 -0.2 0.3 -0.1 0.30
H 0.278 -4.560 0.642 -0.1 0.2 -0.2 0.35
H 2.286 -3.924 2.784 0.2 -0.1 0.0 0.25
H 1.296 -5.901 3.912 -0.1 -0.1 0.0 0.45
H 0.200 -4.561 3.780 -0.3 0.0 -0.2 0.31
H 0.033 -6.005 2.701 -0.1 0.2 -0.1 0.35
H 3.237 -5.845 2.230 -2.4 -2.0 1.1 0.36
H 2.471 0.081 0.219 0.0 -0.1 -0.1 -0.56
H 2.464 -1.461 1.034 0.0 0.0 0.2 0.72
H 0.408 0.443 2.151 -0.1 -0.2 -0.2 -1.15
H 2.003 1.113 2.118 -0.2 0.1 -0.1 0.87
H 2.819 -0.194 3.742 0.1 -0.1 -0.1 0.38
H 1.888 -1.620 3.332 -0.3 -0.1 0.0 -0.63
H 1.266 -0.575 5.483 -0.1 -0.1 0.0 0.59
H -0.117 -0.563 4.427 0.0 0.1 -0.2 0.34
H 1.415 1.974 4.127 0.0 -0.1 -0.1 0.28
H 1.161 1.597 5.812 0.0 0.2 0.0 0.50
H -1.230 1.559 5.571 -0.1 -0.3 -0.2 0.46
H -0.600 3.030 4.890 0.1 0.0 -0.1 0.42
H -2.079 2.026 0.688 0.1 0.0 0.0 -0.01
H -3.266 2.148 1.966 0.0 0.0 0.1 0.36
H -2.560 3.608 1.252 0.2 0.1 0.1 0.33
H -1.169 0.108 -0.381 0.0 -0.1 0.0 -0.10
H 0.124 1.110 0.179 0.2 -0.2 0.2 0.04
H -0.878 0.986 -2.352 -0.1 -0.3 0.0 0.10
H 0.618 0.124 -2.609 0.0 -0.1 0.1 0.61
H 0.435 2.810 -1.143 0.0 0.0 0.0 0.41
H 0.561 2.681 -2.884 0.1 0.1 0.0 0.50
H 2.567 0.945 -1.721 0.3 0.0 -0.3 0.42
H 2.806 2.388 -2.764 0.3 -0.2 0.0 0.60
H 2.638 3.816 -0.744 0.0 0.0 0.2 0.62
H 2.488 2.406 0.290 0.0 -0.1 0.0 -0.41
H 4.920 3.490 -1.046 0.3 -0.1 0.2 0.39
H 4.708 1.730 -1.179 0.3 0.1 0.0 0.44
H 6.222 0.535 2.766 0.0 -0.2 0.1 0.42
H 4.486 0.607 2.422 -0.1 -0.1 0.0 -0.10
H 5.537 -0.591 1.589 0.0 0.0 -0.1 0.19
O 7.930 -8.236 3.148 -0.7 0.6 0.4 -0.33
C 7.230 -7.557 2.413 2.7 -2.0 -3.4 -0.16
C 6.048 -6.663 3.653 -3.1 2.2 3.9 -0.32
O 5.278 -5.944 2.985 1.5 -1.4 0.5 -0.73
H 6.479 -8.035 1.755 -0.6 -0.1 0.8 0.30
H 7.652 -6.675 1.896 -0.1 0.5 0.8 0.29
H 6.762 -6.178 4.331 0.9 0.1 -1.0 0.35
H 5.624 -7.510 4.210 0.1 -0.8 -1.0 0.34
Na 4.338 -4.940 1.592 3.0 3.2 -2.5 1.11
Mg 0.623 5.294 1.813 0.1 0.3 -0.1 -0.33
C -4.108 4.624 -1.988 0.0 -0.2 0.1 -1.44
C -4.536 3.271 -1.472 0.1 0.0 -0.1 0.61
O -3.775 2.312 -1.488 0.0 -0.1 0.1 -0.43
N -5.797 3.147 -0.988 0.1 0.1 0.0 -0.15
C -6.828 4.166 -0.893 0.0 -0.3 0.1 -0.96
H -3.084 4.561 -2.336 0.0 0.0 0.0 0.27
H -4.743 4.930 -2.821 0.0 0.1 0.1 0.45
H -4.159 5.371 -1.194 -0.1 0.1 -0.1 0.45
H -6.016 2.218 -0.662 0.0 0.0 0.0 0.25
H -7.127 4.294 0.148 0.0 0.1 0.0 0.30
H -7.703 3.861 -1.468 0.0 0.1 0.0 0.31
H -6.470 5.115 -1.275 0.0 0.0 0.0 0.36
C -2.372 6.511 -6.172 0.1 0.0 0.0 -1.20
C -2.211 5.548 -5.012 -0.2 0.2 0.0 -0.05
O -2.139 6.234 -3.764 0.2 0.0 -0.1 -0.50
H -1.540 7.214 -6.199 0.0 0.0 0.0 0.29
H -2.411 5.977 -7.123 0.0 0.0 0.0 0.36
H -3.289 7.094 -6.066 0.0 -0.1 0.0 0.35
H -1.287 4.980 -5.109 0.0 0.0 0.1 0.25
H -3.048 4.840 -4.985 0.1 -0.1 -0.1 0.22
H -2.954 6.734 -3.658 0.0 0.1 0.0 0.29
```
Positions in Å, forces in eV/Å.

Its multiplicity is 1. Its net charge is +1. The calculation puts the total energy at -94442.40947 eV.

=====

[3]
This record from the OMol25 dataset describes a 2-piece molecular cluster, C10H18ClNO4 overall at a distorted geometry. The level of theory is ωB97M-V with the def2-TZVPD basis set.

```
34
Properties=species:S:1:pos:R:3:forces:R:3:mulliken_charge:R:1
C -4.213 -2.408 -1.129 -0.3 0.0 -0.1 -1.19
C -2.729 -2.558 -0.938 -0.3 0.0 0.0 -0.19
O -2.193 -1.229 -0.817 -0.1 -1.0 -0.1 -0.25
C -0.851 -1.278 -0.722 1.3 1.6 0.2 0.72
C -0.216 0.042 -0.637 -3.1 0.0 -0.1 -0.47
Cl 1.434 0.031 -0.523 2.4 0.0 -0.2 -0.11
C -0.837 1.371 -0.710 1.3 -1.5 0.2 0.65
O -0.208 2.423 -0.686 0.0 -0.2 0.1 -0.73
O -2.178 1.346 -0.817 -0.1 0.9 -0.1 -0.25
C -2.690 2.685 -0.931 -0.2 0.0 0.0 -0.19
C -4.176 2.578 -1.132 -0.3 0.0 -0.1 -1.19
O -0.238 -2.338 -0.715 0.0 0.0 0.1 -0.72
H -4.687 -3.392 -1.145 0.0 0.0 0.0 0.41
H -4.663 -1.824 -0.319 0.1 0.0 -0.1 0.28
H -4.423 -1.922 -2.086 -0.1 0.1 0.2 0.28
H -2.497 -3.134 -0.029 0.0 0.1 -0.3 0.29
H -2.272 -3.055 -1.805 -0.1 0.0 0.4 0.30
H -2.447 3.249 -0.018 0.0 -0.1 -0.3 0.29
H -2.216 3.177 -1.792 -0.1 0.0 0.3 0.30
H -4.617 3.577 -1.146 0.0 0.0 0.0 0.41
H -4.396 2.105 -2.091 -0.1 -0.1 0.1 0.28
H -4.651 2.008 -0.329 0.1 0.0 -0.1 0.28
C 4.911 -1.357 2.278 0.0 -0.5 0.3 -0.79
N 4.550 -0.131 1.571 -0.2 -0.1 -1.7 0.15
C 4.829 1.160 2.193 0.1 0.5 0.2 -0.79
C 4.070 -0.181 0.358 0.3 0.0 1.1 -0.57
H 5.196 -1.082 3.297 -0.1 -0.3 -0.2 0.26
H 4.063 -2.053 2.283 0.1 0.3 0.1 0.36
H 5.754 -1.863 1.790 -0.2 0.3 0.1 0.34
H 5.129 0.977 3.227 -0.1 0.2 -0.2 0.26
H 5.637 1.684 1.665 -0.1 -0.3 0.1 0.35
H 3.936 1.795 2.149 0.2 -0.3 0.1 0.36
H 3.991 0.755 -0.200 -0.3 -0.4 0.1 0.45
H 3.900 -1.159 -0.096 -0.1 0.4 0.0 0.43
```
Positions in Å, forces in eV/Å.

Its multiplicity is 1. As for the energy above the lowest of the compared OMol25 structures with the same formula, charge and spin: 1.0092 eV. The calculation puts the total energy at -32861.39717 eV.

=====

[4]
This record from the OMol25 dataset describes a single C5H8O molecule. The level of theory is ωB97M-V with the def2-TZVPD basis set.

```
14
Properties=species:S:1:pos:R:3:forces:R:3:mulliken_charge:R:1
C 0.587 1.609 1.354 -0.1 0.0 0.1 -1.11
C 0.193 0.463 0.482 0.1 0.3 -0.3 0.39
C 0.327 0.401 -0.838 0.0 0.1 0.1 -0.24
C -0.333 -0.834 -1.362 0.1 -0.1 -0.1 -0.40
C -0.662 -1.569 -0.049 0.0 -0.1 -0.1 -0.40
O -0.465 -0.614 1.027 0.0 0.1 0.0 -0.44
H -0.284 1.979 1.903 0.1 -0.1 0.0 0.29
H 1.377 1.380 2.077 -0.2 -0.2 -0.1 0.28
H 0.943 2.412 0.701 0.0 -0.1 0.2 0.27
H 0.374 -1.393 -1.976 -0.3 -0.2 -0.1 0.28
H 0.822 1.132 -1.460 -0.1 0.1 0.1 0.34
H -1.223 -0.600 -1.965 0.2 -0.1 0.1 0.24
H 0.029 -2.403 0.118 -0.1 0.1 0.0 0.24
H -1.685 -1.963 -0.011 0.2 0.3 0.1 0.27
```
Positions in Å, forces in eV/Å.

Its structure (SMILES) is CC1=CCCO1. Its multiplicity is 1. As for the energy above the lowest of the compared OMol25 structures with the same formula, charge and spin: 0.8318 eV. The calculation puts the total energy at -7361.42351 eV.

=====

Gap between HOMO and LUMO, record by record: 5.83, 1.04, 4.42, 9.32 eV